Computed, not measured: a single C14H13B2NO8 molecule at a distorted geometry, with ωB97M-V/def2-TZVPD.

The calculation puts the molar mass at 344.881 g/mol. The HOMO-LUMO gap is 0.3155 Eh. The HOMO energy is -9.31 eV. The lowest unoccupied orbital energy is -0.73 eV. The SMILES is O=C(OCc1cccc(B(O)O)c1)c1cc(B(O)O)cc([N+](=O)[O-])c1.

Each line ends with the natural charge from an NBO analysis.
Positions of all 38 atoms, in Å:
O  -1.52853  -0.74598  1.79335  -0.556
C  -0.65213  -1.30369  1.18227  0.781
O  -0.86968  -2.12371  0.09482  -0.491
C  -2.27813  -2.18598  -0.17725  -0.098
C  -2.85400  -0.97793  -0.82941  -0.041
C  -4.19782  -0.93791  -1.15353  -0.197
C  -4.65604  0.13579  -1.91119  -0.201
C  -3.84888  1.22159  -2.18764  -0.186
C  -2.52960  1.17101  -1.82277  -0.376
B  -1.38174  2.24946  -1.88286  1.125
O  -1.48906  3.30145  -2.77366  -0.933
O  -0.24351  2.09025  -1.11836  -0.898
C  -2.01995  0.05258  -1.17882  -0.182
C  0.78492  -0.96591  1.55003  -0.125
C  1.30715  0.25425  1.15397  -0.126
C  2.65138  0.55299  1.15850  -0.343
B  3.28195  1.85021  0.61210  1.119
O  4.36184  2.42089  1.24682  -0.908
O  2.69058  2.48024  -0.47232  -0.885
C  3.51041  -0.42776  1.60728  -0.151
C  3.02595  -1.62925  2.01213  -0.003
N  4.03445  -2.64021  2.29763  0.520
O  3.65324  -3.76147  2.60148  -0.361
O  5.24583  -2.34837  2.25035  -0.390
C  1.68329  -1.90528  2.02722  -0.142
H  -2.83167  -2.40050  0.72341  0.213
H  -2.37560  -3.04321  -0.92147  0.208
H  -4.85099  -1.77707  -0.97750  0.211
H  -5.69896  0.17016  -2.16136  0.210
H  -4.22749  2.14454  -2.59562  0.206
H  -2.13487  3.48992  -3.49589  0.520
H  0.43951  2.71589  -1.42534  0.512
H  -0.97614  -0.04503  -0.90545  0.222
H  0.69107  0.97725  0.68931  0.245
H  4.93908  2.02617  1.91807  0.518
H  3.38115  3.06272  -0.83418  0.497
H  4.58056  -0.23307  1.59776  0.236
H  1.38242  -2.91504  2.30812  0.252